[1]
Below is 2 unconnected molecules or ions with the total composition C5H12OSi2, with properties calculated with wB97M-V/def2-TZVPD.

Computed properties:
- HOMO level (alpha / beta) (eV) = -7.465 / -8.206
- gap between HOMO and LUMO (alpha / beta) (eV) = 8.32 / 5.72
- LUMO level (alpha / beta) (eV) = 0.9 / -2.5
- 2S+1 = 3

Last column: Mulliken spin population.
Cartesian coordinates (Å):
C 1.08 -0.30 0.18  -0.0148
C 1.73 0.37 1.12  -0.0017
C 0.84 0.67 -0.92  -0.0055
C 1.70 1.89 -0.49  -0.0069
C 0.85 -1.81 0.05  0.0037
O 1.78 1.72 0.93  0.0002
Si -3.35 1.61 0.35  1.7940
Si -1.07 -2.20 0.23  -0.0003
H 1.29 0.29 -1.99  0.0014
H -0.30 0.80 -0.89  0.0423
H 2.75 1.70 -0.89  0.0000
H 1.09 2.75 -0.64  0.0017
H 1.31 -2.14 -0.91  -0.0002
H 1.13 -2.39 1.02  0.0008
H 1.82 -0.03 2.10  -0.0001
H -4.50 2.33 0.98  0.0818
H -3.95 1.69 -1.00  0.0884
H -1.45 -3.70 0.34  0.0022
H -1.82 -1.83 -0.95  0.0059
H -0.93 -1.43 1.39  0.0071

[2]
Below is 2 unconnected molecules or ions with the total composition C2H7S3, with properties calculated with wB97M-V/def2-TZVPD.

Computed properties:
- HOMO level (eV) = -2.459
- gap between HOMO and LUMO (eV) = 6.05
- total charge = -1
- LUMO level (eV) = 3.6
- 2S+1 = 1

Last column: Löwdin charge in e.
Cartesian coordinates (Å):
C -2.26 -1.53 0.21  -0.5330
S -1.28 -2.18 1.60  0.4543
H -2.68 -0.53 0.50  0.0302
H -1.65 -1.48 -0.76  0.0323
H -2.87 -2.41 -0.08  0.0024
C 1.99 2.14 -0.82  -0.4957
S 1.40 0.35 -1.05  0.0951
S 1.40 -0.36 0.95  -0.2312
H 2.15 2.43 0.19  -0.0119
H 1.13 2.64 -1.21  -0.0261
H 2.94 2.19 -1.38  0.0039
H -0.27 -1.26 1.85  -0.3203

[3]
Below is 11 unconnected molecules or ions with the total composition C45H78N4O17, with properties calculated with wB97M-V/def2-TZVPD.

Computed properties:
- HOMO level (eV) = -9.152
- gap between HOMO and LUMO (eV) = 9.47
- LUMO level (eV) = 0.3
- 2S+1 = 1
- SMILES = COC(=O)OC.COC(=O)OC.COC(=O)OC.c1ccncc1.c1ccncc1.c1ccncc1.c1ccncc1.COCCOC.COCCOC.COCCOC.COCCOC

Last column: Löwdin charge in e.
Cartesian coordinates (Å):
C 3.12 -0.87 -2.33  -0.0107
O 2.70 -1.22 -3.66  0.0266
C 1.43 -1.49 -3.89  -0.5806
O 0.53 -1.17 -3.13  0.0834
O 1.23 -1.97 -5.13  0.0062
C -0.12 -1.86 -5.69  -0.0010
H 2.93 -1.69 -1.66  0.0696
H 2.54 -0.04 -1.95  0.0564
H 4.21 -0.65 -2.37  0.1143
H -0.30 -0.80 -5.63  0.0979
H -0.90 -2.38 -5.13  0.0762
H -0.09 -2.14 -6.72  0.0892
C 5.41 -1.09 7.05  -0.0090
O 4.46 -1.82 6.18  -0.0108
C 3.49 -1.04 5.68  -0.6117
O 3.28 0.08 5.99  0.1352
O 2.87 -1.73 4.69  0.0009
C 1.61 -1.29 4.26  -0.0474
H 4.93 -1.04 8.06  0.1046
H 5.62 -0.09 6.71  0.0823
H 6.31 -1.72 7.05  0.0967
H 1.57 -1.44 3.17  0.0836
H 1.38 -0.26 4.45  0.0702
H 0.85 -1.97 4.69  0.1043
C 9.34 1.90 3.79  0.0100
O 7.91 1.44 3.65  -0.0249
C 7.09 2.34 3.06  -0.5948
O 7.47 3.36 2.49  0.0878
O 5.83 1.89 3.11  -0.0056
C 4.94 2.54 2.17  -0.0246
H 9.44 2.81 4.36  0.0855
H 9.61 2.08 2.73  0.0994
H 9.92 1.07 4.21  0.0907
H 5.20 2.26 1.12  0.1054
H 5.02 3.62 2.28  0.0924
H 3.92 2.29 2.43  0.0794
C 4.14 -5.82 -1.93  -0.0952
O 4.84 -5.44 -0.76  -0.1983
C 4.40 -4.19 -0.21  -0.1891
C 2.94 -4.22 0.25  -0.1908
O 2.09 -4.03 -0.88  -0.1969
C 0.76 -3.85 -0.44  -0.1106
H 4.26 -5.01 -2.69  0.1013
H 3.11 -6.02 -1.67  0.0770
H 4.72 -6.68 -2.27  0.0889
H 4.61 -3.39 -0.92  0.1141
H 5.03 -4.03 0.64  0.1203
H 2.81 -3.37 0.91  0.1184
H 2.80 -5.15 0.80  0.1370
H 0.24 -4.85 -0.26  0.1203
H 0.25 -3.42 -1.24  0.0550
H 0.65 -3.19 0.43  0.0640
C -6.12 -2.88 -0.43  -0.0934
O -5.60 -1.74 -1.10  -0.2091
C -5.67 -0.56 -0.30  -0.1773
C -5.42 0.68 -1.15  -0.2049
O -4.07 1.03 -1.15  -0.2247
C -3.76 1.90 -2.16  -0.1225
H -5.44 -3.68 -0.68  0.0793
H -7.09 -3.12 -0.83  0.0827
H -6.13 -2.78 0.65  0.0875
H -4.89 -0.56 0.45  0.1060
H -6.65 -0.49 0.19  0.1262
H -6.11 1.47 -0.76  0.1363
H -5.69 0.51 -2.19  0.1117
H -2.65 2.03 -2.11  0.0921
H -4.24 2.89 -2.01  0.0990
H -4.16 1.47 -3.12  0.1031
C -2.70 -1.97 -2.93  -0.0759
O -3.42 -1.85 -4.15  -0.2106
C -4.76 -2.29 -4.14  -0.2106
C -5.18 -2.78 -5.52  -0.1848
O -4.53 -3.98 -5.92  -0.1975
C -3.31 -3.91 -6.59  -0.1150
H -1.67 -1.72 -3.16  0.0569
H -2.85 -2.99 -2.63  0.0872
H -3.19 -1.27 -2.25  0.0813
H -5.42 -1.42 -3.86  0.1281
H -4.92 -3.13 -3.45  0.1228
H -4.93 -2.03 -6.29  0.1314
H -6.25 -3.00 -5.37  0.1279
H -2.70 -4.68 -6.10  0.0996
H -2.86 -2.95 -6.50  0.0492
H -3.53 -4.07 -7.67  0.0973
C -1.13 -1.93 1.52  -0.1011
O -0.01 -1.15 1.24  -0.2156
C 0.03 -0.66 -0.08  -0.2266
C -0.68 0.64 -0.36  -0.1620
O 0.11 1.82 -0.01  -0.2130
C 0.63 1.73 1.33  -0.0738
H -1.36 -2.67 0.70  0.0964
H -2.03 -1.30 1.62  0.0880
H -0.90 -2.51 2.36  0.0755
H -0.41 -1.32 -0.88  0.1072
H 1.10 -0.57 -0.35  0.1224
H -1.65 0.67 0.15  0.0944
H -0.82 0.71 -1.44  0.1187
H 1.45 1.02 1.41  0.0803
H -0.20 1.40 1.94  0.0759
H 0.93 2.71 1.57  0.0748
N -2.05 7.29 -1.85  0.0578
C -2.39 6.36 -0.95  -0.1633
C -1.70 5.20 -0.80  -0.0832
C -0.55 5.03 -1.53  -0.0971
C -0.13 5.97 -2.40  -0.0791
C -0.89 7.13 -2.53  -0.1188
H -3.34 6.47 -0.42  0.1018
H -1.96 4.51 -0.02  0.0776
H 0.10 4.18 -1.32  0.0986
H 0.74 5.82 -3.04  0.1023
H -0.65 7.94 -3.16  0.0920
N 2.26 3.90 -4.88  0.0515
C 3.59 4.01 -4.96  -0.1181
C 4.42 3.43 -3.94  -0.0537
C 3.85 2.73 -2.89  -0.0921
C 2.49 2.68 -2.87  -0.0894
C 1.71 3.20 -3.89  -0.1413
H 4.01 4.48 -5.80  0.0853
H 5.49 3.47 -3.96  0.0926
H 4.41 2.40 -2.02  0.1087
H 2.05 2.22 -2.00  0.0825
H 0.66 3.29 -3.80  0.0882
N -2.45 -1.50 5.59  0.0625
C -1.69 -1.73 6.69  -0.1434
C -0.68 -0.89 7.09  -0.0845
C -0.32 0.23 6.34  -0.0901
C -1.09 0.44 5.23  -0.0853
C -2.13 -0.42 4.92  -0.1783
H -1.99 -2.58 7.30  0.0990
H -0.13 -1.07 8.02  0.1082
H 0.56 0.78 6.62  0.1077
H -0.97 1.36 4.66  0.1044
H -2.88 -0.26 4.13  0.0727
N -3.86 1.10 2.48  0.0540
C -4.78 1.34 3.39  -0.1383
C -5.45 2.59 3.53  -0.0587
C -5.06 3.63 2.72  -0.0684
C -4.04 3.35 1.82  -0.0539
C -3.50 2.09 1.72  -0.1700
H -5.00 0.52 4.14  0.1251
H -6.23 2.66 4.26  0.0930
H -5.50 4.60 2.95  0.1111
H -3.75 4.14 1.14  0.0825
H -2.73 1.89 0.97  0.0846

[4]
Below is a molecular structure, C16H20F9N2O3PRe, with properties calculated with wB97M-V/def2-TZVPD.

Computed properties:
- HOMO level (alpha / beta) (eV) = -19.528 / -20.335
- gap between HOMO and LUMO (alpha / beta) (eV) = 7.87 / 4.79
- total charge = +3
- LUMO level (alpha / beta) (eV) = -11.7 / -15.5
- 2S+1 = 5

Last column: Mulliken spin population.
Cartesian coordinates (Å):
C -1.54 2.23 -1.50  0.0666
C -0.98 1.15 -2.37  0.2585
N -0.78 -0.05 -1.76  -0.0594
C -0.68 -1.15 -2.54  0.2320
C -0.41 -1.03 -3.90  0.2066
C -0.53 0.20 -4.54  0.0016
C -0.90 1.29 -3.76  0.1428
C -0.97 -2.48 -1.91  0.0502
P -0.65 -2.35 -0.03  -0.1042
H -1.15 2.26 -4.18  -0.0053
H -0.17 -1.92 -4.46  -0.0008
H -0.41 0.30 -5.61  0.0083
C 0.43 2.83 -0.32  -0.0032
C -1.68 2.86 0.89  0.0353
H -0.29 -3.25 -2.32  0.0101
H -2.63 2.09 -1.38  0.0306
H -1.36 3.21 -1.97  0.0077
C 0.84 -3.40 0.20  0.0295
C -1.90 -3.48 0.66  0.0400
H 1.03 -3.53 1.27  0.0005
H 0.73 -4.40 -0.24  0.0001
H 1.73 -2.94 -0.24  0.0041
H -2.05 -3.25 1.73  0.0025
H -2.83 -3.33 0.12  -0.0004
H -1.58 -4.52 0.56  0.0026
H -1.81 3.93 0.66  0.0120
H -2.67 2.39 0.93  -0.0062
H -1.17 2.72 1.86  0.0012
H 0.28 3.85 -0.70  0.0031
H 0.93 2.90 0.65  0.0048
H 1.04 2.27 -1.04  0.0009
C -1.36 -0.51 2.40  -0.0588
O -1.82 -0.67 3.45  0.1336
Re -0.90 -0.15 0.50  2.3143
O -2.72 0.38 0.60  0.1480
H -1.97 -2.83 -2.20  0.0381
H -3.19 0.32 -0.25  0.0180
N -0.88 2.18 -0.17  0.1581
F 2.05 2.76 2.40  0.0010
C 1.85 1.52 2.92  -0.0021
F 2.59 1.46 4.05  0.0024
F 0.53 1.47 3.28  0.0020
C 2.13 0.38 1.91  0.0031
O 1.11 0.17 1.00  0.2392
C 3.42 0.68 1.09  0.0116
F 4.50 0.92 1.89  0.0012
F 3.73 -0.35 0.27  0.0024
F 3.25 1.77 0.30  0.0016
C 2.40 -0.90 2.75  0.0108
F 3.45 -0.81 3.61  0.0025
F 1.28 -1.20 3.47  -0.0002
F 2.64 -1.97 1.95  0.0012

[5]
Below is a molecular structure, CH2O4P, with properties calculated with wB97M-V/def2-TZVPD.

Computed properties:
- HOMO level (eV) = -5.364
- gap between HOMO and LUMO (eV) = 9.54
- total charge = -1
- LUMO level (eV) = 4.2
- 2S+1 = 1

Last column: Löwdin charge in e.
Cartesian coordinates (Å):
C 0.87 -0.54 -0.87  -0.4121
O 0.14 -0.33 1.59  -0.4048
O -1.33 1.81 1.04  -0.3886
O 0.57 0.72 -0.46  -0.1663
O 0.60 -0.89 -2.00  0.0328
P -0.52 0.62 0.67  0.1814
H -1.40 -0.19 0.01  0.0245
H 1.08 -1.20 0.03  0.1331

[6]
Below is a molecular structure, C17H15N4O2Re, with properties calculated with wB97M-V/def2-TZVPD.

Computed properties:
- HOMO level (alpha / beta) (eV) = -19.130 / -19.122
- gap between HOMO and LUMO (alpha / beta) (eV) = 7.34 / 7.18
- total charge = +3
- LUMO level (alpha / beta) (eV) = -11.8 / -11.9
- 2S+1 = 2

Last column: Mulliken spin population.
Cartesian coordinates (Å):
Re -0.75 0.02 0.00  0.9553
C -0.68 -0.46 4.33  0.0016
C 0.61 -0.08 4.66  0.0031
C 1.49 0.29 3.65  -0.0002
C 1.06 0.28 2.34  0.0353
N -0.20 -0.12 2.01  -0.0181
C -1.04 -0.49 3.00  0.0198
C 1.89 0.66 1.18  -0.0313
C 3.17 1.18 1.21  0.0026
C 3.80 1.45 0.00  -0.0024
C 3.17 1.18 -1.21  0.0027
C 1.90 0.66 -1.18  -0.0316
N 1.27 0.45 0.00  -0.0128
C 1.07 0.27 -2.34  0.0355
C 1.50 0.28 -3.65  -0.0002
C 0.62 -0.10 -4.66  0.0030
C -0.67 -0.48 -4.33  0.0016
C -1.04 -0.50 -3.00  0.0198
N -0.19 -0.13 -2.01  -0.0178
H -1.40 -0.75 5.08  -0.0003
H 0.93 -0.08 5.69  -0.0001
H 2.50 0.59 3.89  -0.0001
H -2.04 -0.78 2.70  -0.0006
H 3.68 1.37 2.15  -0.0003
H 4.80 1.87 0.00  0.0001
H 3.68 1.36 -2.15  -0.0004
H 2.51 0.58 -3.89  -0.0001
H 0.94 -0.10 -5.69  -0.0001
H -1.39 -0.76 -5.08  -0.0003
H -2.04 -0.79 -2.71  -0.0006
N -2.27 -1.55 0.00  -0.0110
C -3.67 -1.02 0.00  0.0269
C -3.68 0.49 0.00  0.0232
O -4.54 1.27 0.00  0.0213
O -2.25 1.00 0.00  -0.0281
H -2.15 -2.16 -0.80  0.0024
H -2.15 -2.16 0.81  0.0023
H -4.23 -1.36 0.87  -0.0001
H -4.22 -1.36 -0.88  -0.0001